Record 1
ORCA calculation (ωB97M-V with the def2-TZVPD basis set) on a 7-piece molecular cluster, C22H43NO18 overall in a non-equilibrium geometry.

Geometry as XYZ:
```
84
C22H43NO18 (ωB97M-V with the def2-TZVPD basis set)
C 23.840 -0.426 3.669
O 22.850 -0.404 2.682
C 22.172 -1.515 2.512
O 22.475 -2.776 2.937
O 21.159 -1.296 1.645
C 20.096 -2.252 1.454
H 24.425 -1.388 3.794
H 23.456 -0.187 4.658
H 24.587 0.250 3.310
H 20.489 -3.037 0.865
H 19.295 -1.727 1.007
H 19.763 -2.495 2.425
C 24.454 1.671 0.306
O 25.636 1.540 0.918
C 25.868 2.276 1.972
O 24.713 2.647 2.731
O 27.036 2.549 2.260
C 27.482 3.342 3.292
H 24.548 1.282 -0.688
H 24.129 2.639 0.201
H 23.682 1.061 0.831
H 26.949 3.222 4.221
H 27.365 4.356 3.027
H 28.501 2.975 3.473
C 22.228 -1.320 -1.477
O 21.983 -2.650 -1.016
C 22.849 -3.192 -0.178
O 24.108 -2.626 0.165
O 22.571 -4.493 0.152
C 23.572 -5.246 0.895
H 23.205 -1.018 -1.682
H 21.905 -0.602 -0.769
H 21.546 -1.160 -2.330
H 24.441 -4.997 0.279
H 23.372 -6.321 0.895
H 23.679 -4.893 1.938
C 28.520 1.543 -0.711
O 28.263 0.215 -1.006
C 27.280 -0.090 -2.017
O 26.463 0.873 -2.611
O 27.232 -1.436 -2.346
C 25.998 -1.862 -2.879
H 27.517 1.953 -0.386
H 28.995 2.022 -1.600
H 29.158 1.639 0.126
H 25.917 -2.695 -3.635
H 25.636 -1.014 -3.387
H 25.260 -2.017 -2.080
C 27.023 -4.561 8.693
O 27.082 -4.128 7.355
C 26.955 -2.785 7.114
O 26.590 -1.878 8.097
O 26.902 -2.508 5.886
C 26.728 -1.101 5.507
H 26.873 -5.606 8.677
H 26.047 -4.249 8.879
H 27.756 -4.132 9.328
H 27.616 -0.566 5.513
H 25.924 -0.524 6.026
H 26.468 -1.142 4.420
C 26.501 -8.124 1.027
O 25.771 -7.974 -0.193
C 26.034 -6.929 -1.010
O 27.120 -6.164 -0.827
O 25.002 -6.659 -1.886
C 25.073 -5.511 -2.642
H 26.476 -7.084 1.416
H 27.609 -8.319 0.954
H 25.914 -8.745 1.685
H 26.148 -5.421 -3.010
H 24.941 -4.732 -1.965
H 24.393 -5.689 -3.475
C 28.221 -3.676 0.915
C 27.118 -2.971 1.773
C 26.974 -1.468 1.605
C 28.079 -0.698 2.047
N 28.991 -0.136 2.443
H 29.157 -3.284 1.397
H 28.372 -3.360 -0.090
H 28.373 -4.743 1.112
H 27.239 -3.231 2.826
H 26.176 -3.357 1.524
H 26.043 -1.050 2.063
H 26.735 -1.303 0.500
```

Calculated values
- LUMO level (Ha) = 0.0202
- relative energy (zero: lowest compared OMol25 entry of this formula, charge and spin) (kcal/mol) = 0.00
- SMILES string = COC(=O)OC.COC(=O)OC.COC(=O)OC.COC(=O)OC.COC(=O)OC.COC(=O)OC.CCCC#N
- molar mass (g/mol) = 609.58
- electronic energy (Ha) = -2272.813609
- orbital gap (Ha) = 0.3863

***

Record 2
ORCA calculation (ωB97M-V with the def2-TZVPD basis set) on a 9-piece molecular cluster, C22H44Br14O2 overall in a non-equilibrium geometry.

Geometry as XYZ:
```
82
C22H44Br14O2 (ωB97M-V with the def2-TZVPD basis set)
C -2.714 -2.791 -0.164
C -4.078 -2.993 0.449
C -4.263 -4.529 0.323
O -3.598 -4.906 -0.877
C -2.590 -3.926 -1.177
H -1.931 -2.896 0.587
H -2.586 -1.791 -0.578
H -4.808 -2.549 -0.227
H -4.137 -2.657 1.484
H -5.326 -4.768 0.367
H -3.677 -4.985 1.121
H -2.933 -3.564 -2.146
H -1.595 -4.371 -1.208
C 1.955 -2.640 -3.928
C 1.684 -3.250 -5.211
C 0.600 -2.433 -5.848
O -0.164 -2.046 -4.619
C 0.674 -1.867 -3.538
H 2.746 -1.891 -3.937
H 2.200 -3.291 -3.089
H 1.322 -4.263 -5.031
H 2.547 -3.191 -5.874
H 0.009 -2.940 -6.611
H 1.030 -1.587 -6.385
H 0.155 -2.104 -2.609
H 0.854 -0.792 -3.523
Br 4.211 2.552 -0.374
C 4.294 3.409 -2.165
C 3.331 2.706 -3.084
Br 4.149 0.935 -3.589
H 5.327 3.393 -2.512
H 4.039 4.461 -2.039
H 3.166 3.224 -4.029
H 2.444 2.517 -2.479
Br -2.413 -0.507 3.070
C -4.116 0.304 3.762
C -4.795 1.033 2.591
Br -6.664 1.583 2.961
H -3.843 1.002 4.554
H -4.778 -0.480 4.129
H -4.635 0.545 1.630
H -4.288 1.972 2.368
Br -1.154 6.374 1.609
C 0.081 4.844 1.312
C 0.406 4.649 -0.134
Br 1.602 6.056 -0.886
H -0.482 3.963 1.619
H 0.982 5.020 1.900
H -0.536 4.612 -0.681
H 0.877 3.679 -0.293
Br 0.443 1.773 7.078
C -0.821 0.597 6.135
C -0.646 -0.911 6.576
Br -1.107 -1.260 8.514
H -0.673 0.754 5.067
H -1.781 1.031 6.417
H 0.348 -1.327 6.407
H -1.294 -1.556 5.984
Br 4.437 -1.405 2.662
C 5.288 0.398 2.383
C 6.505 0.336 1.438
Br 7.456 2.130 1.198
H 5.578 0.806 3.351
H 4.525 1.052 1.958
H 6.160 -0.055 0.481
H 7.182 -0.503 1.599
Br -0.018 -0.859 -0.154
C 0.873 0.719 0.644
C 1.213 0.546 2.126
Br 2.112 2.131 2.757
H 0.203 1.578 0.603
H 1.811 0.979 0.153
H 1.876 -0.308 2.266
H 0.316 0.453 2.738
Br -1.855 2.136 -1.776
C -1.983 1.119 -3.490
C -2.457 -0.258 -3.142
Br -4.351 -0.296 -2.585
H -1.016 1.146 -3.992
H -2.725 1.694 -4.043
H -1.845 -0.596 -2.306
H -2.334 -0.866 -4.039
```

Calculated values
- LUMO level (Ha) = -0.0011
- relative energy (zero: lowest compared OMol25 entry of this formula, charge and spin) (kcal/mol) = 11.30
- SMILES string = C1CCOC1.C1CCOC1.BrCCBr.BrCCBr.BrCCBr.BrCCBr.BrCCBr.BrCCBr.BrCCBr
- molar mass (g/mol) = 1459.25
- electronic energy (Ha) = -37051.252326
- orbital gap (Ha) = 0.3462

***

Record 3
ORCA calculation (ωB97M-V with the def2-TZVPD basis set) on C22H44ClN4O10S6 as an isolated structure in a non-equilibrium geometry.

Geometry as XYZ:
```
87
C22H44ClN4O10S6 (ωB97M-V with the def2-TZVPD basis set)
S 2.681 -0.574 0.380
N 1.315 -1.564 0.172
N 1.222 -2.790 0.800
C 0.074 -3.338 0.432
N -0.600 -2.564 -0.400
C 0.166 -1.468 -0.556
N -0.200 -0.460 -1.330
Cl 0.625 0.993 -1.511
H 3.338 -1.007 -0.711
H 1.947 -3.138 1.409
H -0.251 -4.309 0.790
H -1.064 -0.556 -1.845
C -0.767 6.818 -1.448
C -0.614 6.858 -2.974
C 0.183 5.615 -3.386
S -0.182 4.368 -2.151
O 1.023 4.027 -1.421
O -0.974 3.304 -2.726
C -1.211 5.398 -1.110
H -1.488 7.552 -1.091
H 0.191 7.030 -0.969
H -1.600 6.842 -3.441
H -0.109 7.764 -3.304
H -0.107 5.219 -4.356
H 1.260 5.781 -3.366
H -1.055 5.109 -0.074
H -2.245 5.217 -1.404
C 5.797 3.611 -1.003
C 6.080 5.116 -1.081
C 5.923 5.540 -2.548
S 4.733 4.398 -3.268
O 5.382 3.615 -4.288
O 3.503 5.095 -3.563
C 4.518 3.387 -1.804
H 5.688 3.278 0.029
H 6.621 3.053 -1.455
H 5.359 5.652 -0.461
H 7.074 5.359 -0.712
H 5.535 6.548 -2.666
H 6.846 5.429 -3.114
H 4.358 2.360 -2.126
H 3.635 3.763 -1.285
C -4.536 -4.760 1.942
C -4.701 -5.607 3.207
C -3.443 -6.472 3.342
S -2.117 -5.539 2.573
O -1.631 -6.243 1.405
O -1.156 -5.075 3.548
C -3.130 -4.169 2.010
H -5.298 -3.987 1.879
H -4.640 -5.394 1.060
H -4.800 -4.958 4.078
H -5.595 -6.224 3.150
H -3.156 -6.666 4.373
H -3.522 -7.411 2.798
H -2.751 -3.815 1.054
H -3.058 -3.383 2.763
C -8.303 -5.956 -2.549
C -7.460 -4.681 -2.413
C -7.817 -4.040 -1.067
S -8.327 -5.394 0.008
O -9.716 -5.226 0.340
O -7.356 -5.585 1.062
C -8.171 -6.688 -1.218
H -7.966 -6.578 -3.377
H -9.348 -5.697 -2.727
H -6.399 -4.942 -2.430
H -7.641 -3.988 -3.233
H -6.983 -3.528 -0.594
H -8.669 -3.366 -1.143
H -8.945 -7.428 -1.030
H -7.185 -7.136 -1.096
C 6.059 0.580 3.497
C 5.622 1.764 4.373
C 6.288 3.026 3.814
S 6.524 2.726 2.055
O 7.933 2.682 1.769
O 5.648 3.564 1.273
C 5.890 1.049 2.057
H 5.469 -0.313 3.701
H 7.107 0.338 3.684
H 4.536 1.871 4.327
H 5.892 1.614 5.417
H 5.681 3.921 3.924
H 7.277 3.195 4.235
H 6.450 0.472 1.323
H 4.839 1.116 1.772
```

Calculated values
- charge = +1
- LUMO level (Ha) = -0.1106
- molar mass (g/mol) = 752.47
- electronic energy (Ha) = -4685.012578
- orbital gap (Ha) = 0.2860

***

Record 4
ORCA calculation (ωB97M-V with the def2-TZVPD basis set) on C22H44HfN3O2P3 as an isolated structure in a non-equilibrium geometry.

Geometry as XYZ:
```
75
C22H44HfN3O2P3 (ωB97M-V with the def2-TZVPD basis set)
Hf 1.172 0.032 -0.017
P -1.887 0.752 -0.471
P 0.898 -0.454 -2.562
P 0.850 2.670 -0.143
H 2.630 -1.645 2.080
C 2.787 -0.564 2.116
C 1.898 0.291 2.683
H 0.963 -0.091 3.098
C -3.026 -0.664 -0.182
C -2.786 1.416 -1.948
C -2.542 1.795 0.898
C 2.211 -1.229 -3.541
C -0.480 -1.601 -2.847
C 0.521 1.036 -3.536
C 0.597 3.444 1.510
C -0.360 3.654 -1.129
C 2.344 3.579 -0.688
H 3.771 -0.191 1.806
H 2.135 1.356 2.802
H -3.110 -0.864 0.894
H -2.671 -1.568 -0.690
H -4.020 -0.395 -0.573
H -2.566 0.793 -2.824
H -2.495 2.450 -2.160
H -3.865 1.370 -1.735
H -2.146 1.407 1.846
H -3.639 1.716 0.907
H -2.260 2.847 0.808
H 2.550 -0.512 -4.300
H 1.831 -2.142 -4.030
H 3.055 -1.516 -2.907
H -0.613 -1.669 -3.934
H -1.404 -1.243 -2.378
H -0.221 -2.585 -2.438
H 0.541 0.708 -4.584
H 1.286 1.809 -3.365
H -0.471 1.429 -3.275
H 0.651 4.538 1.411
H 1.373 3.113 2.209
H -0.376 3.176 1.941
H -0.043 4.706 -1.124
H -1.381 3.606 -0.739
H -0.359 3.312 -2.169
H 2.169 4.664 -0.645
H 2.596 3.308 -1.721
H 3.188 3.318 -0.039
C 4.485 0.623 -0.846
C 5.118 0.002 -1.918
C 6.436 0.375 -2.224
C 7.084 1.361 -1.464
C 6.445 1.935 -0.355
C 5.119 1.576 -0.050
O 3.152 0.272 -0.536
H 2.538 -0.082 -1.485
H 4.646 -0.801 -2.472
H 6.948 -0.110 -3.055
H 8.109 1.640 -1.709
H 6.981 2.666 0.248
H 4.620 1.979 0.826
C -1.925 -3.172 2.201
N -0.774 -3.268 1.271
C -0.455 -4.513 0.772
C 0.639 -4.681 -0.033
C 1.432 -3.572 -0.309
N 1.015 -2.334 0.067
C -0.039 -2.230 0.899
O -0.297 -0.988 1.254
N 2.607 -3.579 -0.941
H -2.097 -4.192 2.563
H -2.840 -2.847 1.692
H -1.706 -2.526 3.053
H -1.162 -5.284 1.078
H 0.907 -5.637 -0.471
H 3.027 -4.457 -1.249
H 3.180 -2.761 -0.912
```

Calculated values
- charge = +4
- LUMO level (Ha) = -0.5038
- molar mass (g/mol) = 654.03
- electronic energy (Ha) = -2250.089520
- orbital gap (Ha) = 0.2177

***

Record 5
ORCA calculation (ωB97M-V with the def2-TZVPD basis set) on C22H44N3OP3RhS as an isolated structure in a non-equilibrium geometry.

Geometry as XYZ:
```
75
C22H44N3OP3RhS (ωB97M-V with the def2-TZVPD basis set)
Rh -0.474 -1.099 0.311
P 0.499 0.151 2.098
P 1.564 -0.750 -0.821
P -0.070 -3.151 1.381
H -0.227 1.636 -0.899
C -1.063 0.928 -0.871
C -1.953 0.875 0.187
H -1.862 1.532 1.051
C 0.678 1.960 1.868
C 2.180 -0.207 2.755
C -0.611 -0.028 3.550
C 1.221 -0.958 -2.602
C 2.543 0.786 -0.776
C 2.764 -2.049 -0.390
C -1.668 -3.568 2.180
C 1.154 -3.484 2.721
C 0.253 -4.594 0.294
H -1.350 0.565 -1.865
H -2.912 0.369 0.076
H 0.180 2.312 0.964
H 1.736 2.238 1.779
H 0.249 2.482 2.733
H 2.942 0.203 2.081
H 2.356 -1.278 2.884
H 2.277 0.282 3.737
H -1.648 -0.062 3.186
H -0.480 0.833 4.224
H -0.381 -0.960 4.085
H 2.144 -0.831 -3.171
H 0.488 -0.208 -2.916
H 0.813 -1.960 -2.815
H 3.181 0.804 -1.674
H 3.189 0.841 0.109
H 1.929 1.698 -0.813
H 3.604 -1.999 -1.094
H 2.307 -3.042 -0.450
H 3.156 -1.891 0.622
H -1.812 -4.654 2.132
H -2.467 -3.071 1.619
H -1.669 -3.203 3.217
H 1.055 -4.534 3.037
H 0.970 -2.843 3.592
H 2.185 -3.336 2.368
H -0.633 -5.244 0.323
H 1.137 -5.154 0.634
H 0.400 -4.266 -0.741
C -2.836 -2.731 -1.819
C -3.141 -3.671 -2.834
C -4.461 -3.921 -3.155
C -5.491 -3.274 -2.468
C -5.194 -2.425 -1.403
C -3.873 -2.151 -1.060
S -1.183 -2.304 -1.697
H -1.924 -1.485 0.811
H -2.303 -4.165 -3.318
H -4.679 -4.628 -3.942
H -6.523 -3.472 -2.747
H -6.001 -1.961 -0.841
H -3.650 -1.494 -0.223
C -0.326 5.945 -2.598
N 0.676 5.583 -1.617
C 1.281 6.520 -0.855
C 2.254 6.145 0.026
C 2.594 4.765 0.068
N 1.947 3.843 -0.623
C 0.951 4.216 -1.474
O 0.284 3.407 -2.137
N 3.592 4.321 0.888
H -0.072 5.528 -3.573
H -0.371 7.031 -2.678
H -1.307 5.554 -2.315
H 0.935 7.542 -1.025
H 2.769 6.851 0.667
H 4.240 4.978 1.295
H 3.939 3.379 0.747
```

Calculated values
- multiplicity = 5
- charge = +3
- LUMO level (spin up / spin down) (Ha) = -0.3145 / -0.4567
- ⟨S²⟩ = 6.072
- relative energy (zero: lowest compared OMol25 entry of this formula, charge and spin) (kcal/mol) = 37.42
- molar mass (g/mol) = 594.51
- electronic energy (Ha) = -2635.954842
- orbital gap (spin up / spin down) (Ha) = 0.1896 / 0.1545

***

Record 6
ORCA calculation (ωB97M-V with the def2-TZVPD basis set) on a 5-piece molecular cluster, C22H44NO6 overall in a non-equilibrium geometry.

Geometry as XYZ:
```
73
C22H44NO6 (ωB97M-V with the def2-TZVPD basis set)
C -0.529 1.771 0.815
C -0.542 0.176 0.571
C 0.795 -0.559 1.146
C 0.603 -0.754 2.727
C 2.146 0.178 0.704
N 2.996 0.669 1.829
C 3.028 -0.893 -0.157
O 2.546 -1.364 -1.259
O 4.272 -1.241 0.308
H 0.291 2.323 0.249
H -1.528 2.241 0.468
H -0.444 1.945 1.943
H -1.460 -0.220 1.145
H -0.630 -0.102 -0.536
H 0.803 -1.605 0.656
H -0.093 0.045 3.179
H 1.567 -0.861 3.325
H 0.038 -1.755 2.860
H 1.989 1.067 -0.015
H 3.646 1.353 1.396
H 2.465 1.226 2.516
C -4.829 -0.782 -1.877
C -3.981 -1.904 -2.432
C -2.698 -1.181 -2.790
O -2.563 -0.092 -1.867
C -3.798 0.065 -1.157
H -5.634 -1.121 -1.222
H -5.274 -0.211 -2.699
H -3.787 -2.644 -1.649
H -4.433 -2.418 -3.283
H -2.746 -0.761 -3.800
H -1.820 -1.828 -2.725
H -3.641 -0.288 -0.131
H -4.071 1.122 -1.124
C -4.777 -2.319 3.033
C -3.929 -3.441 2.478
C -2.644 -2.718 2.123
O -2.512 -1.630 3.047
C -3.747 -1.473 3.755
H -5.584 -2.659 3.686
H -5.220 -1.747 2.210
H -3.736 -4.182 3.262
H -4.379 -3.954 1.627
H -2.691 -2.297 1.113
H -1.767 -3.365 2.190
H -3.593 -1.826 4.781
H -4.021 -0.416 3.788
C 4.369 5.847 2.988
C 3.051 5.997 2.262
C 2.826 4.596 1.727
O 3.441 3.693 2.655
C 4.255 4.448 3.562
H 4.539 6.608 3.752
H 5.195 5.890 2.271
H 2.262 6.256 2.975
H 3.065 6.756 1.477
H 3.310 4.459 0.754
H 1.766 4.351 1.625
H 3.751 4.458 4.535
H 5.225 3.961 3.678
C 2.980 -2.102 -6.018
C 2.831 -2.643 -4.612
C 1.696 -1.799 -4.069
O 0.856 -1.463 -5.189
C 1.541 -1.807 -6.398
H 3.468 -2.795 -6.706
H 3.560 -1.173 -5.998
H 2.529 -3.696 -4.650
H 3.739 -2.570 -4.013
H 2.068 -0.867 -3.636
H 1.110 -2.323 -3.313
H 1.053 -2.693 -6.821
H 1.456 -0.986 -7.115
```

Calculated values
- charge = -1
- LUMO level (Ha) = 0.0909
- relative energy (zero: lowest compared OMol25 entry of this formula, charge and spin) (kcal/mol) = 80.23
- molar mass (g/mol) = 418.59
- electronic energy (Ha) = -1370.775440
- orbital gap (Ha) = 0.2241